{
  "formula": "C4H3O3",
  "method": "ωB97M-V/def2-TZVPD",
  "species": ["O", "C", "C", "C", "O", "C", "O", "H", "H", "H"],
  "xyz": [[-2.15433, -0.02587, -0.31262], [-1.00157, 0.31470, -0.06515], [-0.13657, 1.43070, -0.11868], [1.03121, 0.56213, 0.07281], [2.22401, 0.69200, -0.15620], [0.18992, -0.64725, 0.40267], [0.37286, -1.80896, -0.38664], [-0.39939, 2.48888, -0.32892], [0.37597, -0.91162, 1.44470], [-0.50210, -2.09471, -0.55197]],
  "forces_ev_per_angstrom": [[-0.5, 0.1, -0.2], [1.0, -0.8, 1.2], [-0.3, -0.5, 0.2], [-0.5, 1.8, -1.5], [0.5, -0.1, 0.5], [0.0, 0.5, -0.3], [1.4, 0.3, 0.2], [0.6, -0.8, 0.1], [-0.7, 0.0, 0.4], [-1.5, -0.6, -0.5]],
  "nbo_charge": [-0.7157, 0.4801, -0.5634, 0.5038, -0.6720, -0.0998, -0.7285, 0.1881, 0.1420, 0.4655],
  "orbital_gap_ha": 0.292,
  "spin_multiplicity": 1,
  "max_force_ev_per_a": 2.40,
  "homo_energy_ev": -3.70,
  "e_above_lowest_kj_mol": 0.0,
  "total_charge": -1,
  "lumo_ha": 0.1560
}